# 1
{"formula": "C21H27N4", "method": "ωB97M-V/def2-TZVPD", "smiles": "CN(C)/C=C/[C@H](c1ccccc1)N(Cc1ccccc1)C1=[NH+]CCN1", "total_charge": 1, "elements": ["C", "N", "C", "C", "C", "C", "C", "C", "C", "C", "C", "C", "N", "C", "C", "C", "C", "C", "C", "C", "C", "N", "C", "C", "N", "H", "H", "H", "H", "H", "H", "H", "H", "H", "H", "H", "H", "H", "H", "H", "H", "H", "H", "H", "H", "H", "H", "H", "H", "H", "H", "H"], "xyz": [[1.6100, 2.8486, 3.2018], [0.6417, 2.7045, 2.1260], [-0.0618, 3.8927, 1.6832], [0.5863, 1.5591, 1.4213], [-0.2560, 1.3088, 0.3728], [0.0013, 0.1559, -0.5466], [-0.6510, 0.2751, -1.9394], [-0.6554, -0.8479, -2.7732], [-1.1865, -0.7680, -4.0668], [-1.6875, 0.4545, -4.5406], [-1.7028, 1.5718, -3.6992], [-1.1382, 1.4927, -2.4177], [-0.3834, -1.0634, 0.0720], [0.5727, -2.0894, 0.5509], [2.0287, -1.6815, 0.4704], [2.7040, -1.3534, 1.6540], [4.0445, -0.9618, 1.6224], [4.7236, -0.9008, 0.4021], [4.0682, -1.2685, -0.7783], [2.7250, -1.6673, -0.7470], [-1.7044, -1.3283, 0.2951], [-2.1484, -2.4758, 0.8110], [-3.5900, -2.5029, 0.9299], [-4.0029, -1.1323, 0.4334], [-2.7446, -0.5171, 0.0653], [1.3093, 3.6903, 3.8339], [1.6507, 1.9245, 3.7938], [2.6251, 3.0475, 2.8201], [-0.0146, 4.6157, 2.5057], [0.4105, 4.3403, 0.7908], [-1.1069, 3.6553, 1.4472], [1.3073, 0.8020, 1.7612], [-1.1517, 1.9235, 0.2182], [1.0826, 0.1357, -0.7198], [-0.2304, -1.7904, -2.4208], [-1.1940, -1.6519, -4.7060], [-2.0640, 0.5342, -5.5616], [-2.1227, 2.5193, -4.0409], [-1.0721, 2.3871, -1.7956], [0.4044, -3.0153, -0.0283], [0.3548, -2.3185, 1.6045], [2.1652, -1.4147, 2.6040], [4.5530, -0.7152, 2.5573], [5.7643, -0.5697, 0.3713], [4.6054, -1.2605, -1.7293], [2.2157, -1.9640, -1.6695], [-1.5430, -3.2596, 1.0352], [-3.8817, -2.6684, 1.9701], [-4.0148, -3.3041, 0.3170], [-4.4996, -0.5548, 1.2156], [-4.6790, -1.1953, -0.4226], [-2.6668, 0.4019, -0.3544]], "atomic_forces_ev_per_a": [[0.2324, -0.1279, -0.0784], [-0.1839, 0.1677, 0.5307], [0.0812, -0.0180, 0.0843], [-0.4365, -0.1040, -0.7804], [0.1522, 0.8029, 0.6561], [0.0420, 1.6126, -0.7263], [0.4722, 0.1986, 0.0255], [-0.3507, 0.1173, -0.4134], [0.1695, 0.3454, 0.2434], [-0.0970, -0.0727, 0.3349], [0.3534, -0.2375, -0.0026], [-0.3041, -0.1255, -0.1778], [-2.2069, -2.4923, 0.9611], [0.1975, -0.3375, -0.0758], [0.2236, -0.0844, 0.0444], [0.0118, 0.0039, -0.2779], [-0.0777, -0.0467, -0.0916], [-0.2044, -0.0327, 0.0367], [-0.2415, -0.0906, 0.0595], [0.2435, 0.0897, 0.2574], [1.5493, 0.5672, -0.3350], [0.9281, -0.6213, 0.2137], [-0.4007, -0.8876, 0.3621], [-0.7635, 0.5235, -0.1214], [0.7865, 0.4256, -0.3167], [0.1215, -0.3319, 0.0140], [-0.0524, 0.3367, -0.0251], [-0.2268, 0.0310, 0.0685], [-0.2491, -0.0768, -0.3553], [-0.1427, -0.1832, 0.1770], [0.2168, 0.2224, 0.1600], [-0.0800, 0.3546, -0.4518], [0.7096, 0.0265, -0.0722], [-0.2978, -0.3222, 0.0754], [-0.1948, 0.2071, -0.0793], [0.0510, 0.2850, 0.1451], [0.0229, -0.0642, 0.3456], [0.2007, -0.2839, 0.0214], [-0.0860, -0.2858, -0.2396], [0.1564, 0.2431, 0.0928], [-0.0360, 0.1105, -0.2200], [0.2239, 0.0562, -0.2484], [-0.1260, -0.0515, -0.3486], [-0.3505, -0.1780, 0.0045], [-0.1813, 0.0355, 0.3242], [0.2039, 0.1201, 0.2817], [-0.3804, 0.4228, -0.1399], [-0.0077, -0.0087, -0.1448], [0.0830, 0.0991, 0.1247], [0.0445, 0.0033, -0.0757], [0.1114, 0.0439, 0.0553], [0.0894, -0.3869, 0.0981]], "mulliken_charge": [-0.8344, 0.0837, -0.9044, -0.5426, -0.2470, -0.2047, -0.1682, -0.4531, -0.8398, -0.4876, -0.8133, -0.0845, 0.9248, -0.7978, -0.1506, -0.4195, -0.5921, -0.5406, -0.6426, -0.1832, 0.1026, -0.1438, -0.5464, -0.5341, 0.2413, 0.2732, 0.2971, 0.3236, 0.3136, 0.3044, 0.2930, 0.0107, 0.0577, 1.0384, 0.2665, 0.4007, 0.3897, 0.4124, 0.5199, 0.5861, 0.6454, 0.3792, 0.4214, 0.3989, 0.4084, 0.3583, 0.1801, 0.3249, 0.3208, 0.3237, 0.3413, 0.1882]}



# 2
{"formula": "C21H27N4O2SbSe4SiY", "method": "ωB97M-V/def2-TZVPD", "total_charge": -1, "elements": ["Y", "O", "C", "C", "C", "C", "N", "C", "C", "C", "C", "C", "C", "O", "C", "C", "N", "H", "H", "H", "H", "H", "H", "H", "H", "H", "H", "H", "H", "C", "C", "C", "C", "C", "C", "N", "N", "Si", "C", "C", "C", "H", "H", "H", "H", "H", "H", "H", "H", "H", "H", "H", "H", "H", "H", "H", "Se", "Sb", "Se", "Se", "Se"], "xyz": [[0.8189, 0.4868, 0.3704], [-4.5769, 4.1435, -0.8191], [-3.6712, 4.5022, 0.1887], [-2.7887, 3.3673, 0.6019], [-1.7588, 3.5856, 1.4878], [-0.9409, 2.5380, 1.8206], [-1.0825, 1.3064, 1.3255], [-2.0425, 1.1136, 0.3979], [-2.9334, 2.0923, 0.0595], [-1.9893, -0.1881, -0.3590], [-3.0760, -1.0329, -0.4910], [-2.9408, -2.2237, -1.1902], [-4.0480, -3.2490, -1.2364], [-5.0957, -3.0110, -0.3032], [-1.7503, -2.4644, -1.8472], [-0.7211, -1.5515, -1.7063], [-0.8069, -0.4831, -0.9137], [-4.0510, 4.2174, -1.6536], [-4.2322, 4.8489, 1.0589], [-3.0134, 5.3038, -0.1448], [-1.5565, 4.5840, 1.8668], [-0.1226, 2.6801, 2.4926], [-3.6858, 1.9173, -0.6992], [-4.0234, -0.7646, -0.0368], [-3.6069, -4.2327, -1.0962], [-4.5091, -3.2396, -2.2213], [-4.7288, -2.9986, 0.5856], [-1.6205, -3.3485, -2.4684], [0.2130, -1.6734, -2.2310], [3.9866, 2.5004, -1.0939], [4.0359, 1.0616, -0.6760], [5.0959, 0.2536, -1.0519], [5.1230, -1.0730, -0.6445], [4.1046, -1.5952, 0.1267], [3.0289, -0.7567, 0.4795], [3.0192, 0.5537, 0.0805], [1.9003, -1.1165, 1.1913], [1.3546, -2.6112, 1.8294], [2.3904, -3.2612, 3.2332], [-0.3547, -2.2273, 2.4806], [1.1611, -3.9617, 0.5645], [4.9952, 2.9062, -1.1980], [3.4309, 3.0974, -0.4009], [3.4886, 2.5955, -2.0582], [5.8921, 0.6688, -1.6587], [5.9588, -1.7075, -0.9312], [4.1049, -2.6272, 0.4686], [2.4654, -2.5200, 4.0408], [3.4131, -3.5041, 2.9042], [1.9400, -4.1788, 3.6460], [-0.3751, -1.2918, 3.0551], [-0.7041, -3.0316, 3.1515], [-1.0908, -2.1430, 1.6663], [2.1308, -4.2724, 0.1483], [0.5298, -3.6417, -0.2667], [0.6948, -4.8484, 1.0233], [-1.8190, 4.6938, -3.1629], [0.5292, 4.1876, -2.6577], [0.5427, 2.2297, -1.0355], [1.6296, 6.0144, -1.4827], [1.7387, 3.3805, -4.6098]], "atomic_forces_ev_per_a": [[-0.8129, -1.2699, 2.2720], [0.3698, 0.1670, -0.6051], [-0.1331, -0.0829, -0.1590], [-0.1813, -0.2260, -0.1635], [0.1887, 0.4242, 0.2430], [-0.4004, -0.3632, 0.0968], [-1.0995, 0.1614, 0.6109], [0.1708, -0.5040, 0.3349], [-0.4570, 0.1866, -0.3485], [-0.2405, 0.2108, 0.2388], [-0.3686, 0.1233, 0.0604], [-0.3765, 0.0311, 0.1813], [-0.2746, 0.3838, 0.2948], [0.1972, -0.0450, -0.3800], [0.3546, 0.0659, -0.3612], [-0.1721, -0.2333, 0.0115], [-0.7368, -0.9806, -0.2372], [-0.2961, -0.0721, 0.3113], [-0.0688, 0.0253, 0.0360], [0.1114, 0.2132, -0.0456], [-0.0029, -0.1720, -0.0178], [0.4515, 0.1020, 0.4051], [0.0343, 0.0535, 0.0403], [0.0939, -0.0517, 0.0041], [0.0708, -0.2582, 0.0584], [-0.1014, 0.0231, -0.0778], [0.0727, -0.0555, 0.0550], [0.0377, 0.1542, 0.1308], [0.2353, -0.1186, 0.0132], [0.3074, -0.4523, -0.0691], [-0.4093, -0.0539, 0.2902], [0.0530, 0.0371, -0.0320], [0.0077, -0.2107, 0.0862], [-0.2439, -0.0931, 0.0695], [0.5771, -0.2112, 0.1098], [2.0983, -0.5555, -0.1619], [1.9938, -2.0078, 0.5874], [0.0722, 0.2626, 0.0727], [0.3113, -0.1913, 0.2721], [-0.4278, -0.1029, 0.2475], [0.2197, -0.4931, -0.2042], [-0.0606, -0.0950, -0.0027], [-0.3319, 0.3684, 0.3887], [-0.1140, 0.0110, -0.2218], [-0.0912, -0.0260, 0.0777], [-0.1071, 0.0723, 0.0459], [0.0500, 0.1496, -0.0962], [-0.0043, -0.1675, -0.1517], [-0.2624, 0.0564, 0.1177], [0.1543, 0.2483, -0.0852], [-0.0174, -0.1465, -0.0868], [0.0812, 0.2475, -0.2301], [0.1170, 0.0201, 0.1413], [-0.2310, 0.0310, 0.0665], [-0.0073, -0.0100, 0.0069], [0.1201, 0.2022, -0.1274], [-0.3099, -0.2822, 0.3354], [0.1534, 0.9846, -0.8524], [-0.3203, 4.9794, -4.0519], [-0.0459, -0.2663, 0.2403], [0.0017, -0.1974, 0.2149]], "mulliken_charge": [0.0415, -0.6089, -0.9995, 0.2093, -0.5780, -0.3870, -0.3812, 0.8197, -0.4554, 0.4648, -0.3338, 0.7461, -0.8422, -0.5470, -0.7616, -1.0373, -0.0386, 0.2153, 0.3896, 0.3909, 0.4473, 0.4152, 0.6005, 0.6761, 0.3982, 0.3331, 0.3282, 0.4958, 0.5701, -1.5902, 0.6994, -0.6594, -0.5066, -0.5123, 0.6890, -0.1080, 0.1250, -0.1596, -1.0288, -0.8323, -0.7384, 0.4703, 0.3112, 0.1131, 0.4158, 0.4055, 0.2570, 0.3040, 0.2834, 0.3172, 0.2545, 0.4098, 0.1004, 0.3113, 0.1229, 0.3571, -0.6328, 0.6910, 0.0223, -0.7279, -0.7352]}



# 3
{"formula": "C21H27N5O2S", "method": "ωB97M-V/def2-TZVPD", "smiles": "O=C(NC1CCCC1)[C@@H](c1ccccn1)N(C(=O)c1csnn1)C1CCCCC1", "elements": ["O", "C", "N", "C", "C", "C", "C", "C", "C", "C", "C", "C", "C", "C", "N", "N", "C", "O", "C", "C", "S", "N", "N", "C", "C", "C", "C", "C", "C", "H", "H", "H", "H", "H", "H", "H", "H", "H", "H", "H", "H", "H", "H", "H", "H", "H", "H", "H", "H", "H", "H", "H", "H", "H", "H", "H"], "xyz": [[-0.4281, -1.4774, 2.4239], [0.0587, -0.9253, 1.4565], [0.7062, -1.5270, 0.4616], [1.0773, -2.9236, 0.5002], [0.9144, -3.5531, -0.8832], [2.1796, -3.1452, -1.6498], [3.2384, -2.8068, -0.5828], [2.5761, -3.0777, 0.7722], [-0.1227, 0.6039, 1.2666], [1.1737, 1.3647, 1.4017], [1.1452, 2.7419, 1.6196], [2.3440, 3.4136, 1.7792], [3.5277, 2.6916, 1.7320], [3.4480, 1.3230, 1.5291], [2.3063, 0.6788, 1.3683], [-0.8785, 0.8990, 0.0572], [-0.4023, 1.4576, -1.0693], [-1.1039, 1.8831, -1.9719], [1.0813, 1.5108, -1.2704], [1.8151, 2.6279, -1.5945], [3.4001, 2.1319, -1.9785], [3.0073, 0.5507, -1.7326], [1.8100, 0.3821, -1.3852], [-2.3096, 0.5780, 0.1510], [-3.1757, 1.8377, 0.1927], [-4.6376, 1.4487, 0.3908], [-5.0963, 0.5175, -0.7269], [-4.2183, -0.7292, -0.7766], [-2.7571, -0.3424, -0.9839], [1.1698, -0.9631, -0.2466], [0.4592, -3.3964, 1.2673], [0.0040, -3.2171, -1.3773], [0.8644, -4.6368, -0.7754], [2.5121, -3.9485, -2.3059], [1.9844, -2.2715, -2.2696], [4.1399, -3.4054, -0.7062], [3.5208, -1.7581, -0.6617], [2.9113, -2.3884, 1.5448], [2.7752, -4.0973, 1.1032], [-0.7519, 0.9281, 2.1095], [0.2027, 3.2671, 1.6520], [2.3561, 4.4813, 1.9441], [4.4833, 3.1765, 1.8536], [4.3351, 0.7053, 1.4848], [1.5067, 3.6516, -1.6136], [-2.4368, 0.0311, 1.0908], [-3.0599, 2.3794, -0.7460], [-2.8447, 2.4859, 1.0084], [-5.2572, 2.3474, 0.4064], [-4.7526, 0.9447, 1.3537], [-5.0305, 1.0421, -1.6821], [-6.1385, 0.2331, -0.5686], [-4.5424, -1.3811, -1.5896], [-4.3185, -1.2845, 0.1591], [-2.6458, 0.1731, -1.9376], [-2.1254, -1.2335, -0.9945]], "atomic_forces_ev_per_a": [[-0.1227, -0.1365, 0.4711], [-0.1030, 0.5525, -0.2105], [0.0131, -0.2766, -0.3766], [-0.1803, -0.3482, 0.2545], [-0.0463, 0.0046, 0.0582], [0.0193, -0.0708, -0.1465], [0.1191, -0.0316, 0.0429], [-0.0629, 0.0205, 0.0667], [0.0341, -0.3227, 0.3079], [0.1062, 0.4304, 0.4218], [0.1341, -0.1300, 0.1002], [-0.0740, -0.0989, 0.0254], [-0.0863, -0.0108, -0.0036], [0.2827, 0.2966, 0.0612], [-0.2196, -0.2499, 0.1581], [-0.0765, 0.0331, 0.1610], [0.1413, 0.1020, -0.1099], [-0.0117, 0.1109, -0.1135], [0.5102, 1.1812, -0.7558], [0.3279, -0.3378, -0.0274], [-1.0852, 0.2841, 0.2181], [1.3769, -0.6385, -0.4352], [-0.6545, -0.5715, 0.0535], [-0.2448, 0.1591, -0.4318], [-0.0727, -0.1036, 0.2338], [0.0147, 0.1242, -0.2112], [-0.0611, -0.1636, 0.2716], [0.0224, 0.1341, -0.2206], [-0.0765, -0.1896, 0.1841], [-0.1381, 0.0203, 0.1266], [0.0832, 0.0461, -0.1238], [-0.0921, -0.0528, 0.0207], [-0.0153, -0.0504, 0.0098], [-0.0032, 0.0424, -0.0897], [0.0025, 0.0101, -0.0940], [0.0795, 0.0701, -0.0141], [0.0834, 0.0245, -0.0040], [0.0069, -0.0293, 0.1067], [0.0072, -0.0606, 0.0365], [0.1075, -0.1712, -0.1905], [-0.1342, 0.0535, 0.0134], [-0.0014, 0.0761, 0.0210], [0.1045, 0.0257, 0.0114], [0.1600, 0.0258, 0.0205], [-0.1929, 0.2496, 0.0007], [0.0701, 0.0311, -0.0284], [0.0389, 0.0239, 0.0401], [0.0517, 0.0528, 0.0104], [-0.0201, -0.0046, 0.0905], [-0.0673, -0.0006, 0.0793], [-0.0513, 0.0355, -0.0840], [-0.0381, 0.0341, -0.0736], [-0.0043, -0.0778, 0.0495], [-0.0542, -0.0858, 0.0367], [0.0305, -0.0403, 0.0088], [0.0625, -0.0009, -0.0281]], "mulliken_charge": [-0.7494, 0.0346, 0.3161, -0.4317, -0.8613, -0.6880, -0.4360, -0.9457, 0.8327, -0.3657, -0.7217, -0.5495, -0.7806, -0.1992, -0.0778, 0.4032, 0.7057, -0.6449, -0.3765, -0.2837, 0.0527, -0.9183, 0.4910, -0.9029, -0.6171, -0.8114, -0.6555, -0.7757, -0.3897, 0.2039, 0.7151, 0.3021, 0.4072, 0.4412, 0.2000, 0.5083, -0.0373, 0.3642, 0.4218, 0.8267, 0.4488, 0.4549, 0.4129, 0.4198, 0.4737, 0.5794, 0.3477, 0.2875, 0.4078, 0.3562, 0.3443, 0.3584, 0.3707, 0.3610, 0.3962, -0.0257]}



| no. | E_tot (Ha) |
| --- | --- |
| 1 | -1035.21006 |
| 2 | -11359.94142 |
| 3 | -1638.88973 |